(1)
This record from the OMol25 dataset describes C18H30CsF3N8SSe4 as an isolated structure. The level of theory is wB97M-V/def2-TZVPD.

Geometry as XYZ:
```
65
Properties=species:S:1:pos:R:3:mulliken_charge:R:1
Cs 1.40718 -2.82697 2.68896 0.952
C 0.92532 2.51882 1.06768 -1.104
N -0.10633 3.07383 0.22088 0.253
C 0.17785 4.27753 -0.51605 -0.629
C -1.03332 4.36793 -1.42864 -0.661
N -1.36452 2.97183 -1.64546 0.258
C -2.66419 2.73506 -2.22845 -1.059
C -0.88892 2.21060 -0.55120 0.089
N -1.02117 1.00215 -0.21990 -0.350
C -1.73429 -0.02348 -0.94760 -1.269
C -1.06930 -0.40846 -2.27439 -0.664
N 0.18769 -1.05038 -2.01235 -0.293
C 1.02359 -1.42355 -2.90259 -0.089
N 1.00423 -1.26951 -4.32001 0.040
C -0.23500 -1.45379 -5.04643 -0.983
C 2.09433 -2.07158 -4.87150 -0.608
C 3.06409 -2.21355 -3.70887 -0.646
N 2.19933 -2.02669 -2.58359 0.517
C 2.62533 -2.35277 -1.24673 -0.864
H 1.14534 3.21356 1.87956 0.308
H 1.84430 2.32008 0.50101 0.319
H 0.56630 1.58266 1.48696 0.330
H 1.10688 4.19052 -1.10102 0.304
H 0.27199 5.13755 0.15020 0.363
H -0.81534 4.86614 -2.37587 0.391
H -1.85803 4.90393 -0.93508 0.342
H -2.78716 3.40988 -3.07793 0.388
H -3.48317 2.92255 -1.51932 0.295
H -2.74984 1.71986 -2.59837 0.266
H -2.78700 0.22902 -1.11992 0.505
H -1.72086 -0.91849 -0.32329 0.255
H -0.94173 0.50784 -2.87440 0.599
H -1.77841 -1.05512 -2.81082 0.463
H -0.99006 -0.74609 -4.72988 0.299
H -0.63238 -2.47289 -4.93674 0.318
H -0.03917 -1.27733 -6.10683 0.355
H 2.53651 -1.57587 -5.73929 0.336
H 1.72529 -3.05850 -5.17913 0.356
H 3.86428 -1.45826 -3.74316 0.279
H 3.52586 -3.20290 -3.67489 0.331
H 3.06601 -3.34750 -1.24569 0.181
H 1.74013 -2.38671 -0.62368 0.326
H 3.35847 -1.64445 -0.84832 0.205
F -0.84428 0.15767 8.08440 -0.254
C -0.19879 1.07933 7.34953 0.631
F 1.11167 0.87622 7.53454 -0.242
F -0.46190 2.26817 7.97350 -0.326
C -0.61955 1.10586 5.90907 0.034
C -1.25174 2.23655 5.42670 -0.295
C -1.64748 2.30016 4.09910 -0.786
C -1.36268 1.19672 3.30812 -0.054
N -0.76868 0.09750 3.74444 -0.348
C -0.39398 -0.01233 5.04847 0.048
S 0.31804 -1.47988 5.55661 -0.641
H -1.42604 3.07444 6.08730 0.432
H -2.13442 3.17538 3.69071 0.435
H -1.60103 1.20467 2.24773 0.336
Se 4.48500 -3.88145 1.55725 -0.841
Se 3.15877 -5.78075 1.19800 -0.191
Se 2.98383 -6.29609 -1.08279 -0.256
Se 0.92468 -5.59936 -1.92846 -0.729
N -2.00683 -3.39388 2.14215 -0.558
H -2.10633 -4.05209 1.37886 0.235
H -2.32849 -2.48538 1.83255 0.166
H -2.58984 -3.68795 2.91435 0.203
```

HOMO energy ... -0.023 Eh
Charge ... -2
Kohn-Sham gap ... 4.3 eV
LUMO ... 3.638 eV

(2)
This record from the OMol25 dataset describes C18H30F4Li2N2O26S4 as an isolated structure in a non-equilibrium geometry. The level of theory is wB97M-V/def2-TZVPD.

Geometry as XYZ:
```
86
Properties=species:S:1:pos:R:3:mulliken_charge:R:1
Li -3.78116 20.18085 2.16562 0.954
Li -5.35918 20.42694 0.29788 0.982
N -3.63261 19.53644 0.27836 0.476
S -2.66563 20.09273 -0.96898 0.398
O -3.33470 20.28214 -2.29797 -0.420
O -1.20754 20.15000 -0.86376 -0.482
F -2.81011 21.64686 -0.44768 -0.344
S -3.04765 18.14907 0.00132 0.442
O -1.86918 17.85215 0.83894 -0.498
O -3.26704 17.56934 -1.36916 -0.326
F -4.23365 17.36881 0.84236 -0.344
N -5.56206 20.97297 2.10594 -0.164
S -5.59254 22.69480 2.42977 1.010
O -5.16621 23.21912 3.72617 -0.524
O -6.64862 23.48673 1.79273 -0.589
F -4.43723 23.26470 1.45347 -0.267
S -6.71494 20.72191 3.05559 0.811
O -8.00638 21.21128 2.66449 -0.536
O -6.31814 20.66998 4.42391 -0.575
F -6.73117 19.15979 2.65307 -0.233
C 1.67632 20.56386 -1.15356 0.212
C 1.74048 21.31584 -2.41474 -0.154
O 2.88303 22.11046 -2.16643 -0.342
C 3.66350 21.58791 -1.22880 0.579
O 4.86384 21.87869 -1.04042 -0.594
O 3.02480 20.56412 -0.63276 -0.346
H 1.30544 19.55849 -1.35301 0.253
H 1.03929 21.15677 -0.49725 -0.010
H 0.90365 22.00384 -2.53506 0.226
H 1.74241 20.71089 -3.32146 0.224
C -4.77483 14.74503 -1.96385 0.239
C -4.75869 13.21916 -1.93480 -0.543
O -4.56558 12.86810 -0.54560 -0.380
C -4.84053 13.90353 0.19929 0.545
O -4.87324 14.00995 1.42827 -0.601
O -4.82622 14.95692 -0.55629 0.014
H -5.60226 15.13119 -2.55912 0.046
H -3.79560 15.10307 -2.28168 0.082
H -3.90443 12.91347 -2.53887 0.338
H -5.73195 12.89703 -2.30505 0.324
C -3.94168 17.97791 -4.79721 0.594
C -4.34250 16.58440 -5.14427 0.031
O -4.44668 16.69600 -6.53115 -0.373
C -4.67658 17.97214 -6.95336 0.603
O -4.93336 18.33113 -8.06933 -0.528
O -4.43108 18.74827 -5.84994 -0.413
H -2.87431 18.19854 -4.78468 0.201
H -4.43338 18.33941 -3.89407 -0.455
H -5.14491 16.11389 -4.57607 0.122
H -3.51100 15.93171 -4.87838 0.233
C 0.60300 19.41796 2.00407 -0.065
O 0.46990 20.64154 2.78332 -0.371
C -0.66845 21.32710 2.80565 0.604
O -1.72664 20.91996 2.29584 -0.265
O -0.49201 22.38638 3.66068 -0.369
C -1.63449 23.20253 3.88935 -0.631
H -0.09979 19.47977 1.17318 -0.207
H 0.21929 18.53478 2.51481 0.120
H 1.62263 19.15088 1.72637 0.424
H -2.42064 22.63552 4.38792 0.310
H -1.93432 23.75213 2.99708 0.284
H -1.26336 23.84599 4.68705 0.272
C -6.99437 19.40942 -3.69564 -0.614
O -7.12929 18.21312 -2.90717 -0.337
C -7.12079 18.16385 -1.58599 0.992
O -6.94102 19.10467 -0.88385 -0.696
O -7.33614 16.89074 -1.15011 -0.343
C -7.25932 16.63115 0.20188 -0.484
H -7.79348 20.12801 -3.51361 0.347
H -6.92523 19.39247 -4.78332 0.231
H -6.02943 19.84315 -3.43322 0.182
H -8.22926 16.89054 0.62617 0.439
H -6.49343 17.14366 0.78398 0.118
H -7.22379 15.55033 0.33854 0.153
C -1.24130 14.31056 0.96485 -0.507
O -0.27500 15.06188 1.71686 -0.231
C -0.25352 15.03179 3.04313 0.736
O -0.98839 14.45742 3.82839 -0.570
O 0.66850 15.98232 3.46491 -0.281
C 0.94949 16.32959 4.78566 -0.746
H -1.89975 14.98117 0.41274 -0.053
H -1.95830 13.90389 1.67805 0.373
H -0.86340 13.42844 0.44799 0.372
H 1.66378 15.60353 5.17391 0.323
H 0.14163 16.51384 5.49384 0.342
H 1.46663 17.28840 4.82237 0.252
```

HOMO energy ... -0.397 Eh
Charge ... 0
Kohn-Sham gap ... 8.0 eV
LUMO ... -2.841 eV

(3)
This record from the OMol25 dataset describes C18H30N3OSc as an isolated structure in a non-equilibrium geometry. The level of theory is wB97M-V/def2-TZVPD.

Geometry as XYZ:
```
53
Properties=species:S:1:pos:R:3:mulliken_charge:R:1
C -1.82850 -1.40648 -0.51002 -0.715
H -2.78288 -1.19384 -1.01210 0.485
H -1.27188 -2.09037 -1.15588 -0.037
H -3.02803 2.08733 1.02248 0.005
C -2.06575 -2.01292 0.84622 0.397
H -1.11535 -2.47367 1.17680 -0.091
H -2.35565 -1.29960 1.67255 0.350
C -3.13900 -3.10831 0.75154 -1.522
H -3.23061 -3.65751 1.68127 0.424
H -4.10943 -2.66542 0.52654 0.365
H -2.94045 -3.83280 -0.04291 0.317
C 2.05326 0.34039 -0.50751 0.628
C 1.89435 -0.94691 0.06998 0.413
C 1.27218 -1.78476 -0.89305 0.659
C 0.98223 -0.99349 -2.04158 0.991
C 1.46629 0.31996 -1.79906 0.422
C 1.39611 1.46402 -2.72436 -1.441
C 0.25077 -1.42560 -3.24799 -1.690
C 0.95072 -3.21531 -0.70879 -1.289
C 2.32406 -1.34641 1.42297 -1.644
C 2.75488 1.48525 0.10147 -1.360
Sc -2.13738 0.61804 0.30190 -0.026
H -0.17045 -0.55538 -3.76534 0.400
H 0.91679 -1.93535 -3.96203 0.402
H -0.57038 -2.10784 -3.00001 0.372
H 0.70915 1.25373 -3.55048 0.368
H 1.02909 2.36078 -2.20774 0.259
H 2.38743 1.68708 -3.15097 0.369
H 2.70360 1.45118 1.19726 0.329
H 3.82280 1.48603 -0.17625 0.414
H 2.32796 2.43767 -0.23931 0.312
H 1.76151 -2.22264 1.77428 0.344
H 3.39292 -1.61380 1.42503 0.358
H 2.17690 -0.53639 2.15148 0.334
H -0.02884 -3.48246 -1.12355 0.356
H 1.70086 -3.84832 -1.20940 0.387
H 0.96721 -3.48617 0.35416 0.355
C -1.33670 4.85676 0.19472 -0.974
N -0.73109 3.83433 1.07090 0.239
C -0.47820 4.14075 2.39140 -0.300
C -0.07539 3.16879 3.25863 -0.984
C -0.17431 1.83500 2.84405 0.774
N -0.67391 1.52664 1.61478 0.338
C -0.74570 2.54220 0.70747 0.660
O -0.91830 2.13987 -0.52054 -0.792
N 0.21315 0.78861 3.59623 -0.349
H -1.60505 4.41432 -0.77128 0.311
H -0.62926 5.68281 0.05528 0.359
H -2.23904 5.25423 0.67952 0.372
H -0.61871 5.18351 2.65625 0.523
H 0.20972 3.40227 4.27707 0.452
H 0.60090 0.90458 4.50433 0.217
H 0.12603 -0.14650 3.19378 0.152
```

HOMO energy (alpha / beta) ... -0.503 / -0.502 Eh
Charge ... +2
Kohn-Sham gap (alpha / beta) ... 5.4 / 5.3 eV
LUMO (alpha / beta) ... -8.252 / -8.330 eV

(4)
This record from the OMol25 dataset describes a 2-piece molecular cluster, C18H30N6O7 overall in a non-equilibrium geometry. The level of theory is wB97M-V/def2-TZVPD.

Geometry as XYZ:
```
61
Properties=species:S:1:pos:R:3:mulliken_charge:R:1
O -2.79537 -2.49154 -2.80104 -0.706
C -2.33183 -1.43528 -3.20093 0.005
N -2.52644 -1.08194 -4.50525 -0.035
C -1.98103 0.09681 -4.99903 -0.264
N -1.27914 0.91893 -4.24964 -0.529
C -1.07322 0.60254 -2.91035 1.371
C -0.33214 1.30175 -1.86860 0.534
C 0.47826 2.55732 -2.04146 -1.255
N -0.30400 3.76567 -1.70533 -0.228
C -1.14602 4.34061 -2.79063 0.461
C -0.35299 5.37273 -3.62687 -0.887
O 0.84299 4.83156 -4.20696 -0.490
C -2.39189 5.06088 -2.21777 -0.607
O -1.99904 6.06945 -1.27918 -0.632
C -3.31509 4.08070 -1.48397 -0.497
O -2.62096 3.57003 -0.34153 -0.650
C -0.41027 0.53771 -0.72531 -1.169
N -1.17886 -0.58309 -1.02319 0.056
C -1.56998 -0.54412 -2.35538 -0.328
H -3.04009 -1.71951 -5.09733 0.239
H -2.13456 0.35245 -6.04353 0.442
H 0.86568 2.60142 -3.06420 0.321
H 1.34161 2.50692 -1.37054 0.567
H 0.32779 4.49224 -1.36549 0.313
H -1.48816 3.53991 -3.45344 0.114
H -0.08187 6.22373 -2.99366 0.385
H -0.99739 5.74778 -4.42852 0.373
H 1.29159 5.49481 -4.75799 0.317
H -2.94755 5.52103 -3.04173 0.537
H -1.78997 5.61226 -0.44151 0.465
H -4.23358 4.58787 -1.17280 0.341
H -3.59040 3.25879 -2.15304 0.294
H -1.72036 3.31062 -0.66242 0.361
H 0.06303 0.75951 0.22816 0.591
H -1.40505 -1.34045 -0.37775 0.192
C -0.40169 -5.90400 2.86018 -0.962
N 0.62505 -4.86732 2.95665 -0.119
C 0.60933 -3.85066 3.83000 0.009
O -0.30272 -3.69428 4.63431 -0.695
C 1.77121 -2.84744 3.81166 0.441
N 2.81633 -3.16892 2.81765 -0.210
C 3.79071 -4.06962 2.92954 0.669
C 3.96490 -4.83721 4.22550 -1.013
O 4.53265 -4.29156 1.98873 -0.668
C 1.21267 -1.43391 3.57140 -0.262
C 2.29057 -0.35490 3.66816 -1.486
O 0.62382 -1.35000 2.29163 -0.439
H -1.10423 -5.65641 2.06291 0.289
H -0.95234 -5.98412 3.80058 0.346
H 0.06183 -6.86750 2.64313 0.338
H 1.40925 -4.92043 2.32241 0.237
H 2.20858 -2.85662 4.80936 0.479
H 2.78054 -2.66516 1.94190 0.169
H 4.76041 -5.56960 4.09355 0.318
H 4.24246 -4.14734 5.01991 0.297
H 3.04412 -5.35513 4.48364 0.308
H 0.45226 -1.21750 4.32279 0.522
H 1.82397 0.62606 3.57899 0.409
H 3.02070 -0.47015 2.86703 0.353
H 2.79501 -0.41916 4.63198 0.387
H -0.24915 -1.74726 2.36463 0.282
```

HOMO energy ... -0.318 Eh
SMILES string ... O=c1[nH]cnc2c(CN[C@H](CO)[C@H](O)CO)c[nH]c12.CNC(=O)[C@@H](NC(C)=O)[C@@H](C)O
Charge ... 0
Kohn-Sham gap ... 9.0 eV
LUMO ... 0.335 eV

Sequential electronic energy output: -311998.3864, -129983.6915, -46354.1604, -42426.8020 eV
Sequential energy relative to the best compared isomer or geometry (same formula, charge and spin) output: 129.2, 252.8, 576.2, 14.5 kJ/mol